Density functional theory data (ωB97M-V/def2-TZVPD) for 2 unconnected molecules or ions with the total composition C18H14ClN5O4.

Calculated values
**Highest occupied orbital energy**: -7.57 eV
**Kohn-Sham gap**: 5.906 eV
**Spin multiplicity**: 1
**Total energy**: -1729.020667 Ha

The geometry in XYZ format:
```
42
Properties=species:S:1:pos:R:3:forces:R:3
Cl 3.913 0.883 -2.070 -0.16 -0.07 -0.02
C 2.912 -0.520 -1.987 0.23 -0.93 0.19
C 3.472 -1.768 -1.761 0.79 0.52 0.01
C 2.658 -2.880 -1.688 -0.35 0.25 -0.09
C 1.306 -2.736 -1.832 0.47 0.14 0.01
N 0.742 -1.499 -2.038 -0.48 -0.26 0.13
C -0.640 -1.450 -2.101 0.03 -0.53 0.04
C -1.411 -0.300 -2.242 0.89 0.57 -0.12
C -2.886 -0.436 -2.179 -0.51 -0.36 0.08
C -3.656 0.714 -2.255 0.30 0.16 -0.05
C -5.028 0.648 -2.156 -0.18 0.09 -0.01
C -5.647 -0.573 -1.980 -0.35 0.09 0.04
C -4.897 -1.728 -1.911 -0.14 -0.22 0.02
C -3.528 -1.662 -2.013 0.27 0.19 -0.05
O -0.902 0.821 -2.392 -0.08 0.63 -0.06
C 1.553 -0.399 -2.126 -0.14 0.24 -0.10
H 4.538 -1.858 -1.646 0.20 -0.02 0.01
H 3.079 -3.857 -1.516 -0.03 -0.12 0.00
H 0.660 -3.595 -1.776 -0.33 0.20 -0.04
H -1.138 -2.387 -1.973 0.36 -0.35 0.04
H -3.149 1.656 -2.388 0.08 0.12 -0.01
H -5.617 1.550 -2.211 -0.08 0.13 -0.01
H -6.718 -0.627 -1.890 -0.25 0.01 0.00
H -5.380 -2.682 -1.774 -0.09 -0.14 0.01
H -2.962 -2.573 -1.961 0.03 -0.22 0.03
H 1.105 0.562 -2.301 -0.49 -0.12 0.00
C 3.985 -0.451 3.111 0.19 -1.23 -0.02
O 4.040 0.940 3.224 -2.21 2.01 0.12
C 2.774 1.512 3.247 1.59 1.15 0.03
N 2.735 2.828 3.330 0.79 -0.59 -0.12
C 1.494 3.355 3.344 0.06 1.53 0.24
N 1.120 4.647 3.459 3.74 0.40 0.03
O -0.204 4.740 3.501 -0.50 -2.37 -0.29
N -0.653 3.468 3.398 -3.82 -4.13 -0.29
O -1.873 3.131 3.409 2.02 1.72 0.09
C 0.375 2.552 3.286 -0.95 3.12 0.33
C 0.524 1.181 3.213 -0.58 -1.07 0.02
N 1.715 0.656 3.188 -0.38 0.04 -0.02
H 5.006 -0.836 3.149 -0.09 0.23 0.00
H 3.403 -0.849 3.947 0.15 -0.32 -0.28
H 3.521 -0.712 2.156 0.05 -0.31 0.20
H -0.339 0.532 3.202 -0.07 -0.19 -0.07
```
Positions in Å, forces in eV/Å.

Density functional theory data (ωB97M-V/def2-TZVPD) for a molecular structure, C20H29Cl2N2O5RbSe.

Calculated values
**Highest occupied orbital energy**: -7.42 eV
**Kohn-Sham gap**: 7.205 eV
**Spin multiplicity**: 1
**Total energy**: -4611.174287 Ha

The geometry in XYZ format:
```
60
Properties=species:S:1:pos:R:3:forces:R:3
Rb -2.001 1.890 -1.480 -0.34 0.42 -0.86
O -6.228 -0.133 -0.124 0.66 -1.02 1.20
C -5.236 0.666 -0.550 0.59 0.13 0.05
O -4.060 0.561 -0.235 -1.63 -0.18 -0.04
C -5.814 1.700 -1.512 0.10 0.07 -0.20
O -4.774 2.188 -2.311 -0.48 0.05 0.08
C -5.277 3.218 -3.204 -1.20 -0.68 0.45
C -4.185 3.844 -4.045 0.51 1.27 -0.60
O -4.568 4.886 -4.652 0.74 -1.64 0.73
O -3.064 3.259 -4.003 -0.43 0.45 0.03
H -5.911 -0.812 0.547 -0.20 1.26 -1.16
H -6.301 2.539 -0.955 0.20 -0.66 -0.05
H -6.609 1.187 -2.099 0.37 0.33 0.22
H -5.814 3.960 -2.583 0.35 -0.03 -0.31
H -6.048 2.758 -3.867 0.47 0.23 0.26
Cl -0.231 0.277 -4.266 -0.42 -0.69 0.41
C -0.869 -1.347 -3.853 0.53 0.37 1.00
Cl -1.397 -1.509 -2.071 0.51 0.21 -1.43
H -0.062 -2.059 -4.026 -0.29 0.08 0.22
H -1.735 -1.553 -4.450 -0.32 0.03 -0.12
C 2.587 0.275 3.737 0.54 -0.19 0.16
C 1.197 0.390 4.364 -0.77 -0.25 -0.02
C 0.100 0.956 3.419 0.26 0.40 -0.31
C -0.601 -0.073 2.502 -0.47 0.55 -0.03
N 0.235 -0.660 1.443 0.93 -0.05 0.18
C 0.888 0.046 0.467 -0.08 -0.94 -0.24
Se 0.822 1.854 0.156 0.10 -0.04 0.06
N 1.606 -0.864 -0.270 0.85 0.46 -0.55
C 2.532 -0.526 -1.399 -0.37 0.23 0.87
C 4.021 -0.640 -1.032 0.15 -0.52 -0.49
C 4.630 0.363 -0.040 0.50 -0.52 0.68
C 4.579 1.832 -0.471 -0.79 -0.04 -0.69
C 1.511 -2.141 0.281 -0.96 0.72 0.61
C 1.990 -3.387 -0.090 0.22 0.04 -0.24
C 1.702 -4.456 0.757 0.47 -0.15 -0.32
C 0.968 -4.266 1.913 -0.26 -0.40 0.43
C 0.442 -3.040 2.259 -0.51 0.10 -0.17
C 0.669 -1.989 1.401 0.33 0.26 -0.25
H 3.377 0.121 4.515 -0.63 0.09 -0.63
H 2.838 1.174 3.165 -0.03 0.03 0.23
H 2.667 -0.554 3.017 -0.12 0.07 0.26
H 1.242 1.002 5.289 0.00 -0.21 -0.60
H 0.815 -0.604 4.681 0.45 0.34 0.07
H 0.496 1.769 2.755 -0.28 -0.67 0.80
H -0.707 1.403 4.026 0.27 -0.17 -0.22
H -1.431 0.441 1.971 0.38 -0.27 0.39
H -1.051 -0.883 3.112 0.40 0.30 -0.55
H 2.284 0.493 -1.716 -0.04 -0.28 0.09
H 2.304 -1.212 -2.219 -0.04 0.04 0.08
H 4.540 -0.512 -2.005 -0.11 -0.16 0.44
H 4.222 -1.690 -0.697 -0.05 0.83 -0.19
H 5.697 0.060 0.095 -0.68 0.18 -0.17
H 4.185 0.199 0.965 0.05 0.30 -0.49
H 4.827 1.907 -1.554 0.06 0.03 0.64
H 5.265 2.471 0.097 -0.19 -0.23 -0.10
H 3.542 2.226 -0.378 0.73 -0.14 0.06
H 2.556 -3.501 -1.014 -0.03 -0.10 0.31
H 2.084 -5.459 0.559 -0.10 0.36 -0.19
H 0.750 -5.106 2.561 0.14 -0.05 -0.06
H -0.198 -2.937 3.115 -0.05 0.03 0.30
```
Positions in Å, forces in eV/Å.

Density functional theory data (ωB97M-V/def2-TZVPD) for 8 unconnected molecules or ions with the total composition C41H70N9O6.

Calculated values
**Net charge**: -1
**Highest occupied orbital energy**: -4.68 eV
**Kohn-Sham gap**: 6.108 eV
**Spin multiplicity**: 1
**Total energy**: -2548.516239 Ha

The geometry in XYZ format:
```
126
Properties=species:S:1:pos:R:3:forces:R:3
C -1.033 -5.437 0.094 0.05 -0.06 -0.04
C -0.097 -4.423 0.725 0.09 -0.02 0.09
N 0.927 -3.956 0.143 -0.03 -0.25 -0.09
C -0.495 -3.996 2.122 0.06 -0.04 -0.13
N 0.451 -3.163 2.807 -0.36 0.15 0.34
C 0.439 -1.779 2.391 0.08 0.03 -0.29
C -0.575 -0.791 2.978 -0.06 0.16 0.11
C -0.576 0.463 2.094 -0.10 -0.46 -0.13
O -1.892 -1.393 3.000 0.05 -0.03 -0.01
C 0.830 -3.543 4.158 0.20 0.07 -0.06
C -0.308 -3.445 5.234 0.05 -0.02 0.29
C -1.358 -4.504 5.195 0.02 0.12 -0.20
O -1.378 -5.482 5.911 -0.08 -0.05 0.06
C 1.376 -4.975 4.168 -0.03 -0.20 0.07
O 2.236 -5.143 3.042 0.01 0.16 -0.09
C 3.493 -5.532 3.285 -0.01 0.01 0.13
C 4.473 -4.874 2.355 -0.16 0.05 -0.19
O 3.791 -6.330 4.138 0.12 -0.03 0.07
C 1.990 -2.574 4.680 0.28 -0.23 -0.14
O 1.592 -1.467 5.093 0.15 -0.07 0.01
O 3.152 -3.043 4.624 -0.56 0.35 0.02
H -0.457 -6.280 -0.296 -0.01 0.03 -0.01
H -1.762 -5.825 0.807 -0.01 0.04 -0.02
H -1.571 -4.991 -0.745 -0.02 0.01 0.04
H 1.019 -4.404 -0.773 0.05 0.17 -0.06
H -0.648 -4.924 2.681 -0.04 0.03 -0.03
H -1.490 -3.529 2.026 0.00 -0.05 0.10
H 0.286 -1.788 1.306 0.02 -0.06 0.04
H 1.429 -1.343 2.544 -0.03 0.01 0.04
H -0.290 -0.526 3.997 0.09 -0.21 0.00
H -1.474 0.437 1.473 0.00 0.13 0.05
H -0.540 1.391 2.666 0.01 0.01 -0.04
H 0.262 0.395 1.400 0.06 0.38 0.11
H -2.291 -1.198 3.849 -0.04 0.05 0.02
H 0.167 -3.482 6.218 -0.01 -0.06 -0.03
H -0.778 -2.467 5.133 0.10 0.00 -0.07
H -2.171 -4.368 4.450 0.01 0.02 0.00
H 0.597 -5.741 4.113 -0.02 0.02 -0.01
H 1.939 -5.133 5.086 -0.04 -0.05 -0.02
H 5.115 -4.249 2.975 0.03 -0.09 0.00
H 5.063 -5.626 1.830 0.11 0.02 0.08
H 3.953 -4.228 1.650 -0.02 -0.06 -0.02
C -2.311 5.178 0.350 0.01 -0.03 0.03
C -0.980 4.451 0.504 -0.11 0.11 0.02
C -0.521 3.782 -0.797 0.03 -0.12 0.27
C -1.491 2.781 -1.238 -0.04 0.00 -0.12
N -2.289 2.023 -1.560 -0.06 0.02 -0.09
H -3.112 4.489 0.077 0.01 0.00 -0.03
H -2.594 5.665 1.283 0.00 0.01 -0.01
H -2.252 5.949 -0.424 0.00 0.01 0.00
H -1.062 3.688 1.280 0.02 -0.03 -0.02
H -0.205 5.148 0.819 0.06 -0.05 -0.03
H 0.438 3.282 -0.652 0.00 0.01 -0.01
H -0.399 4.526 -1.588 0.01 -0.02 0.00
C 2.740 4.189 -3.267 0.04 0.00 -0.04
C 3.706 5.302 -2.887 -0.02 -0.05 -0.02
C 4.236 5.147 -1.456 -0.06 0.08 -0.13
C 3.145 5.244 -0.486 0.15 -0.08 0.14
N 2.294 5.328 0.279 -0.09 0.07 -0.05
H 1.865 4.177 -2.613 0.01 -0.01 0.02
H 2.394 4.312 -4.291 0.01 0.00 0.00
H 3.231 3.218 -3.187 -0.01 -0.05 0.02
H 3.222 6.274 -2.985 -0.01 -0.01 -0.03
H 4.551 5.302 -3.578 0.05 0.02 0.05
H 4.959 5.927 -1.215 0.02 -0.02 -0.02
H 4.732 4.183 -1.327 -0.03 0.00 0.04
C -3.979 -7.282 7.140 0.06 -0.02 -0.03
C -3.986 -6.133 8.136 -0.01 -0.02 -0.06
C -5.318 -5.986 8.882 0.07 0.00 0.01
C -6.445 -5.727 7.984 0.01 0.00 0.01
N -7.326 -5.523 7.277 -0.05 0.00 -0.03
H -4.714 -7.123 6.350 -0.03 -0.01 0.02
H -2.998 -7.351 6.672 -0.01 0.00 -0.02
H -4.203 -8.234 7.628 -0.02 0.01 0.02
H -3.752 -5.202 7.619 0.01 0.01 0.02
H -3.202 -6.283 8.881 -0.01 0.02 0.02
H -5.271 -5.165 9.599 -0.01 -0.02 0.02
H -5.543 -6.898 9.439 0.00 0.01 0.01
C 0.998 -0.680 -4.535 -0.01 0.02 -0.02
C 2.095 0.336 -4.245 -0.05 -0.04 -0.03
C 2.665 0.194 -2.829 0.04 0.05 -0.04
C 1.634 0.388 -1.810 -0.03 -0.25 -0.02
N 0.785 0.467 -1.043 0.04 0.25 -0.01
H 0.149 -0.542 -3.863 0.01 -0.01 0.02
H 0.635 -0.574 -5.557 0.00 -0.01 0.00
H 1.364 -1.701 -4.410 0.00 0.00 0.01
H 1.707 1.349 -4.375 0.01 0.02 0.01
H 2.916 0.215 -4.955 0.02 0.01 0.03
H 3.462 0.918 -2.652 0.04 -0.02 -0.01
H 3.090 -0.802 -2.685 -0.01 0.00 0.02
C 0.184 8.680 -2.328 -0.01 0.00 -0.02
C -0.886 8.327 -3.354 0.02 0.06 0.10
C -0.728 6.909 -3.911 -0.03 0.05 -0.02
C 0.552 6.739 -4.599 -0.01 -0.05 0.03
N 1.565 6.626 -5.128 -0.01 0.08 -0.08
H 1.181 8.655 -2.772 0.00 -0.02 0.00
H 0.021 9.682 -1.932 0.00 -0.01 0.01
H 0.170 7.981 -1.489 0.01 -0.01 0.00
H -0.858 9.041 -4.180 0.00 0.00 0.00
H -1.876 8.406 -2.902 -0.03 -0.03 -0.04
H -1.524 6.672 -4.620 -0.02 -0.02 0.04
H -0.782 6.177 -3.103 0.00 -0.01 -0.03
C 1.901 -9.585 -2.051 0.03 -0.01 -0.01
C 3.041 -9.029 -1.207 -0.04 -0.03 -0.03
C 2.757 -7.618 -0.684 0.04 -0.08 -0.02
C 2.560 -6.653 -1.767 -0.03 0.16 0.20
N 2.398 -5.861 -2.582 -0.01 -0.06 -0.18
H 1.736 -8.975 -2.941 -0.01 0.02 0.01
H 2.120 -10.601 -2.378 -0.01 0.00 0.00
H 0.969 -9.609 -1.483 0.00 0.00 0.00
H 3.963 -9.016 -1.791 0.01 0.00 0.01
H 3.217 -9.677 -0.347 0.01 0.03 0.02
H 3.578 -7.255 -0.064 -0.03 0.02 0.03
H 1.858 -7.611 -0.064 0.01 0.03 0.02
C -3.991 9.289 -8.291 -0.01 0.02 -0.01
C -3.077 10.406 -7.806 -0.05 -0.03 -0.03
C -2.465 10.115 -6.431 -0.01 0.03 -0.05
C -3.490 9.959 -5.397 0.04 -0.01 -0.03
N -4.312 9.842 -4.605 -0.02 -0.01 0.05
H -4.841 9.156 -7.621 0.01 -0.01 0.01
H -4.381 9.514 -9.283 0.00 -0.01 0.00
H -3.455 8.340 -8.350 0.00 0.00 0.00
H -3.629 11.346 -7.757 0.01 0.01 0.01
H -2.259 10.552 -8.513 0.02 0.01 0.03
H -1.798 10.922 -6.123 0.02 -0.02 0.00
H -1.875 9.196 -6.467 0.00 0.00 0.01
```
Positions in Å, forces in eV/Å.

Density functional theory data (ωB97M-V/def2-TZVPD) for 11 unconnected molecules or ions with the total composition C15H52O11.

Calculated values
**Structure (SMILES)**: CC(C)O.CC(C)O.CO.CO.CO.CO.CO.CO.CO.CO.CO
**Highest occupied orbital energy**: -9.68 eV
**Kohn-Sham gap**: 10.321 eV
**Spin multiplicity**: 1
**Total energy**: -1430.143283 Ha

The geometry in XYZ format:
```
78
Properties=species:S:1:pos:R:3:forces:R:3
C -16.454 5.045 7.013 1.78 2.63 0.03
C -15.101 4.561 6.583 -1.27 -0.74 -1.52
C -14.154 4.076 7.623 0.31 -0.34 0.05
O -15.433 3.533 5.611 1.49 -2.62 1.12
H -16.306 5.919 7.671 -0.36 -0.25 -0.02
H -17.015 4.315 7.486 -1.12 -1.50 0.95
H -16.924 5.405 6.116 -0.64 0.09 -0.25
H -14.650 5.301 5.938 0.37 0.65 0.26
H -14.405 3.061 8.014 0.04 0.75 -0.18
H -14.220 4.810 8.415 0.37 -0.07 0.51
H -13.142 4.066 7.198 -0.11 -0.15 0.35
H -15.147 2.666 6.045 -0.74 1.61 -1.19
C -12.983 4.700 3.170 1.72 -0.34 1.85
C -12.794 5.748 2.133 -1.28 0.25 -0.26
C -12.412 5.080 0.817 1.27 1.30 -1.59
O -14.094 6.355 1.970 0.22 0.41 -0.96
H -11.970 4.278 3.366 -0.75 -0.43 -0.20
H -13.728 3.974 2.879 0.11 -0.34 -0.24
H -13.281 5.059 4.171 -0.08 0.33 -0.50
H -12.027 6.517 2.397 -0.51 -0.53 -0.06
H -13.106 4.373 0.365 -0.33 -0.11 0.64
H -11.421 4.596 0.900 -0.48 0.06 0.20
H -12.254 5.842 -0.007 -0.22 -0.63 0.99
H -14.520 6.631 2.791 0.05 -0.17 0.44
C -15.953 8.343 4.904 0.12 -2.71 0.93
O -16.217 7.522 3.786 2.29 -0.90 0.18
H -15.556 9.291 4.704 0.79 1.40 -0.65
H -16.848 8.447 5.475 -0.62 0.26 0.64
H -15.228 7.715 5.518 -0.69 1.08 -0.55
H -16.951 7.720 3.236 -1.57 0.64 -0.49
C -18.049 10.272 -0.684 0.64 0.68 2.71
O -17.401 9.550 0.425 1.72 -0.05 -1.51
H -19.081 9.997 -0.702 -0.73 -0.08 0.09
H -17.937 11.373 -0.519 -0.10 -0.89 -0.30
H -17.599 9.945 -1.558 0.76 -0.25 -1.89
H -16.463 9.246 0.094 -2.11 0.70 1.25
C -13.556 8.368 -0.322 0.09 -1.32 -1.31
O -14.593 8.660 0.568 -0.51 1.26 -0.28
H -13.231 9.196 -0.961 -0.05 0.52 0.92
H -12.711 7.858 0.154 -0.02 0.53 0.08
H -13.894 7.670 -1.110 -0.11 -0.24 0.31
H -14.690 7.938 1.201 0.38 -0.42 -0.07
C -20.136 4.482 6.044 -0.47 0.40 -1.70
O -19.368 5.185 5.036 0.07 -0.96 0.07
H -21.024 4.007 5.565 0.36 0.41 0.41
H -19.585 3.680 6.512 0.42 -0.01 0.39
H -20.444 5.267 6.724 -0.11 -0.23 0.39
H -18.919 4.516 4.480 -0.11 0.42 0.21
C -18.382 15.060 2.621 0.24 -0.53 1.12
O -16.963 15.355 2.426 -1.72 -0.10 0.22
H -19.020 15.833 2.158 0.58 -0.51 0.00
H -18.626 14.025 2.334 0.12 0.45 -0.83
H -18.664 14.979 3.703 0.46 0.75 -0.51
H -16.524 14.738 3.013 0.32 -0.15 -0.03
C -16.461 2.773 2.370 -0.37 -2.06 1.63
O -17.177 3.196 3.552 -1.15 -0.27 -2.59
H -15.817 1.863 2.655 -0.69 1.25 -0.59
H -17.244 2.427 1.717 -0.05 -0.17 -0.51
H -15.863 3.506 1.864 0.27 0.74 0.05
H -16.542 3.383 4.196 1.66 0.64 2.00
C -18.294 11.049 3.675 -0.73 1.56 -1.59
O -17.307 11.653 2.833 0.85 -0.66 -0.96
H -18.166 9.984 3.717 0.08 -0.46 0.71
H -18.277 11.628 4.614 0.07 -0.81 -0.15
H -19.270 11.263 3.172 0.23 -0.37 0.66
H -17.099 11.067 2.051 -0.52 0.66 1.25
C -20.459 8.723 5.958 -0.42 0.03 -0.37
O -19.157 8.262 5.637 0.10 -1.00 -0.74
H -20.723 8.568 7.007 0.41 -0.22 0.16
H -20.444 9.812 5.814 -0.38 -0.21 -0.21
H -21.297 8.240 5.400 0.78 0.41 -0.03
H -19.119 7.560 4.932 -0.51 0.84 1.22
C -19.849 7.330 2.251 -0.70 0.45 -1.38
O -18.476 7.643 2.176 0.11 0.09 0.48
H -20.263 7.221 1.216 0.25 -0.48 0.78
H -20.043 6.480 2.886 0.44 -0.65 -0.18
H -20.479 8.092 2.688 0.11 0.87 0.33
H -18.311 8.417 1.608 -0.10 -0.19 -0.17
```
Positions in Å, forces in eV/Å.